# 1
Here is an isolated molecule of C11H7N7O4S2 from OMol25. Energies are from ωB97M-V/def2-TZVPD.

For the total energy, the calculation gives -51808.0226 eV. As for the relative energy (zero: lowest compared OMol25 entry of this formula, charge and spin): 0.00 kJ/mol. As for the multiplicity: 1. For the gap between HOMO and LUMO, the calculation gives 7.25 eV.

```
31
Properties=species:S:1:pos:R:3:nbo_charge:R:1
O 2.79 0.27 0.08 -0.598
C 2.19 -0.59 -0.55 0.773
N 0.86 -0.85 -0.33 -0.434
N 0.02 -0.14 0.46 -0.082
C -1.28 -0.17 0.22 0.043
C -1.96 -0.79 -0.91 0.617
O -1.48 -1.52 -1.78 -0.589
N -3.29 -0.48 -0.79 -0.584
C -3.53 0.23 0.37 0.217
C -4.72 0.77 0.90 -0.260
C -4.55 1.51 2.09 -0.152
C -3.33 1.85 2.68 0.045
N -3.27 2.73 3.78 0.491
O -2.18 3.05 4.30 -0.371
O -4.35 3.22 4.17 -0.375
C -2.17 1.33 2.10 -0.121
C -2.29 0.49 0.98 -0.130
N 2.80 -1.31 -1.56 -0.628
C 4.18 -1.29 -1.94 0.187
N 4.56 -1.98 -2.98 -0.286
N 5.91 -1.92 -3.21 -0.278
C 6.53 -1.18 -2.29 -0.184
S 8.26 -0.89 -2.20 0.074
S 5.50 -0.54 -1.07 0.450
H 0.47 -1.54 -1.00 0.403
H -3.99 -1.01 -1.32 0.430
H -5.68 0.62 0.39 0.238
H -5.45 1.96 2.52 0.253
H -1.16 1.53 2.48 0.265
H 2.21 -1.86 -2.19 0.422
H 8.40 -1.49 -3.39 0.163
```


# 2
Here is a structure of composition C11H8AlNO5 from OMol25. Energies are from ωB97M-V/def2-TZVPD.

For the total energy, the calculation gives -29840.5333 eV. As for the relative energy (zero: lowest compared OMol25 entry of this formula, charge and spin): 75.51 kJ/mol. As for the multiplicity: 1. Its net charge is +2. For the gap between HOMO and LUMO (spin up / spin down), the calculation gives 6.25 / 6.31 eV.

```
26
Properties=species:S:1:pos:R:3:nbo_charge:R:1
O 4.00 -0.48 -0.10 -0.283
C 2.88 -0.47 -0.35 0.538
Al 0.66 -0.80 -1.10 1.223
O 0.58 2.31 -2.24 -0.241
C 0.60 1.21 -1.89 0.571
C -0.90 -1.47 -2.25 0.450
O -1.70 -1.80 -3.01 -0.296
C 1.21 -2.66 -1.56 -0.175
O -0.07 -3.04 -1.47 -0.501
C 1.57 -1.84 -2.71 0.374
O 2.01 -2.00 -3.82 -0.272
H 2.04 -3.00 -0.91 0.309
N -0.23 -1.06 0.71 -0.899
C -0.73 0.19 1.29 0.076
C 0.03 0.81 2.28 -0.252
C -0.29 2.12 2.63 -0.150
C -1.37 2.77 2.01 -0.176
C -2.14 2.11 1.05 -0.157
C -1.82 0.79 0.69 -0.276
H 0.42 -1.53 1.35 0.444
H -0.97 -1.73 0.51 0.454
H 0.88 0.28 2.72 0.232
H 0.30 2.63 3.39 0.258
H -1.61 3.80 2.29 0.260
H -2.98 2.61 0.57 0.258
H -2.38 0.26 -0.09 0.230
```


# 3
Here is a structure of composition C11H8F6NO9S5W from OMol25. Energies are from ωB97M-V/def2-TZVPD.

For the total energy, the calculation gives -103754.0150 eV. As for the relative energy (zero: lowest compared OMol25 entry of this formula, charge and spin): 34.18 kJ/mol. As for the multiplicity: 1. Its net charge is +1. For the gap between HOMO and LUMO, the calculation gives 6.49 eV.

```
41
Properties=species:S:1:pos:R:3:nbo_charge:R:1
W -0.90 -0.48 1.37 1.794
O -2.52 2.82 1.15 -0.443
C -1.82 2.19 0.44 0.810
O -1.91 0.78 0.48 -0.669
C -0.78 2.71 -0.51 -0.362
C -0.51 1.81 -1.75 0.089
C 0.17 2.66 -2.82 -0.428
C 1.59 2.82 -2.21 -0.431
C 1.46 1.99 -0.93 0.087
O 0.54 0.95 -1.30 -0.533
C 0.66 2.79 0.13 -0.334
C 0.78 2.16 1.48 0.808
O 1.13 2.64 2.50 -0.439
O 0.43 0.79 1.43 -0.682
H -1.11 3.71 -0.79 0.274
H -1.36 1.22 -2.08 0.230
H -0.34 3.61 -2.99 0.226
H 0.20 2.12 -3.76 0.240
H 1.86 3.86 -2.01 0.227
H 2.35 2.40 -2.86 0.240
H 2.39 1.56 -0.56 0.229
H 1.00 3.81 0.24 0.270
S -3.27 -1.46 5.10 0.303
C -2.50 -1.11 3.77 -0.564
S -1.08 -0.02 3.59 0.247
S -2.81 -1.67 2.12 0.138
F 2.52 -0.95 -0.27 -0.299
C 2.88 -1.99 0.47 0.766
F 3.67 -2.78 -0.20 -0.271
F 3.45 -1.57 1.58 -0.279
S 1.36 -2.94 0.94 2.251
O 0.54 -1.91 1.68 -0.930
O 1.75 -4.03 1.74 -0.810
N 0.73 -3.29 -0.44 -1.187
S -0.67 -2.89 -0.98 2.258
O -0.76 -2.80 -2.39 -0.807
O -1.18 -1.67 -0.26 -0.941
C -1.80 -4.24 -0.38 0.767
F -3.05 -3.85 -0.56 -0.280
F -1.54 -5.32 -1.07 -0.268
F -1.55 -4.43 0.91 -0.295
```


# 4
Here is a structure of composition C11H8N2NdO4 from OMol25. Energies are from ωB97M-V/def2-TZVPD.

For the total energy, the calculation gives -37937.8801 eV. As for the multiplicity: 4. Its net charge is +3. For the gap between HOMO and LUMO (spin up / spin down), the calculation gives 3.53 / 3.41 eV.

```
26
Properties=species:S:1:pos:R:3:mulliken_charge:R:1
Nd 0.02 -0.08 0.02 0.292
O -2.72 -1.00 -1.11 0.110
C -1.77 -0.62 -0.73 0.296
C 1.78 0.56 0.75 0.276
O 2.75 0.83 1.17 0.117
C -0.89 0.52 1.73 0.301
O -1.37 0.76 2.68 0.114
C 0.89 -0.50 -1.74 0.356
O 1.38 -0.82 -2.65 0.086
H -0.67 1.51 -0.79 0.190
H 0.10 1.77 -0.47 0.264
N 2.25 -3.91 0.91 0.033
C 2.09 -2.60 0.61 -0.364
N 0.80 -2.28 0.39 -0.151
C 0.07 -3.45 0.56 1.285
C -1.28 -3.71 0.50 -0.418
C -1.70 -5.01 0.75 -1.002
C -0.79 -6.02 1.07 -0.511
C 0.58 -5.74 1.15 -0.893
C 0.96 -4.48 0.89 0.702
H 3.10 -4.42 1.14 0.286
H 2.90 -1.92 0.59 0.382
H -1.99 -2.93 0.26 -0.064
H -2.77 -5.24 0.70 0.430
H -1.15 -7.04 1.28 0.445
H 1.31 -6.51 1.41 0.436
```


# 5
Here is a structure of composition C11H9AsCuF22O5Pt from OMol25. Energies are from ωB97M-V/def2-TZVPD.

For the total energy, the calculation gives -190292.8365 eV. As for the relative energy (zero: lowest compared OMol25 entry of this formula, charge and spin): 0.00 kJ/mol. As for the multiplicity: 3. Its net charge is +1. For the gap between HOMO and LUMO (spin up / spin down), the calculation gives 9.14 / 7.58 eV.

```
50
Properties=species:S:1:pos:R:3:nbo_charge:R:1
Pt 0.28 -2.02 0.60 1.393
Cu -3.17 -4.21 1.76 0.979
As 0.27 -5.87 1.35 2.838
F 1.99 -5.86 1.11 -0.594
F 0.23 -7.54 1.72 -0.587
F -1.46 -5.70 1.62 -0.679
F 0.36 -4.09 0.99 -0.672
F -0.01 -6.15 -0.32 -0.591
F 0.51 -5.51 3.04 -0.595
O -2.88 -0.72 2.53 -0.632
C -1.79 -1.17 1.96 0.995
O -1.71 -2.38 1.57 -0.796
O -0.75 -0.49 1.74 -0.653
H -2.74 0.26 2.65 0.545
C 3.01 0.21 -3.84 -0.148
C 4.30 -0.62 -3.76 0.610
C 4.18 -1.88 -2.88 0.520
F 5.21 -2.72 -3.11 -0.309
F 4.13 -1.60 -1.57 -0.326
F 4.57 -1.06 -5.01 -0.311
F 5.34 0.15 -3.39 -0.310
O 2.47 0.36 -2.53 -0.513
C 1.49 1.33 -2.47 0.842
C 1.17 1.43 -0.97 0.522
F 0.16 2.29 -0.77 -0.303
F 0.83 0.19 -0.46 -0.380
F 1.88 2.51 -2.93 -0.300
F 0.42 0.98 -3.19 -0.318
H 2.32 -0.38 -4.45 0.207
H 3.23 1.13 -4.38 0.233
H 3.29 -2.44 -3.18 0.132
H 2.06 1.76 -0.42 0.176
C -2.52 2.83 1.37 -0.151
C -3.49 2.07 0.49 0.607
C -3.86 2.88 -0.76 0.515
F -4.36 4.10 -0.40 -0.322
F -2.78 3.06 -1.53 -0.313
F -2.94 0.91 -0.02 -0.342
F -4.56 1.69 1.25 -0.313
O -2.18 2.04 2.50 -0.556
C -1.30 2.58 3.47 0.856
C -0.02 3.23 2.94 0.491
F 0.70 2.31 2.24 -0.326
F -0.32 4.26 2.13 -0.317
F -1.99 3.48 4.19 -0.305
F -1.01 1.53 4.26 -0.302
H -2.88 3.80 1.70 0.238
H -1.63 3.03 0.76 0.228
H -4.65 2.40 -1.35 0.163
H 0.60 3.62 3.75 0.175
```


# 6
Here is a cluster of 2 separate species, C11H9BN3O9 in total from OMol25. Energies are from ωB97M-V/def2-TZVPD.

For the total energy, the calculation gives -35131.5945 eV. As for the multiplicity: 1. Its net charge is -1. For the gap between HOMO and LUMO, the calculation gives 8.10 eV.

```
33
Properties=species:S:1:pos:R:3:nbo_charge:R:1
C -1.13 3.90 -1.62 -0.732
C -2.21 3.25 -0.69 0.592
C -3.44 4.16 -0.33 -0.731
N -2.15 2.03 -0.26 -0.631
C -1.42 1.82 1.00 0.334
O -2.33 1.33 2.01 -0.688
C -0.74 3.09 1.56 0.218
N 0.00 3.90 1.90 -0.300
C -0.38 0.63 0.75 -0.493
C -1.02 -0.28 -0.33 0.305
N -1.55 -0.87 -1.15 -0.333
H -0.14 3.60 -1.18 0.246
H -1.19 5.02 -1.55 0.218
H -1.21 3.53 -2.67 0.260
H -4.27 3.81 -1.01 0.256
H -3.80 4.00 0.71 0.232
H -3.27 5.24 -0.58 0.220
H -2.74 2.13 2.38 0.466
H 0.61 0.98 0.39 0.274
H -0.29 -0.01 1.66 0.283
B 2.51 -3.94 -0.08 1.142
O 1.72 -2.81 0.44 -0.637
C 2.58 -1.89 0.87 0.676
O 2.26 -0.83 1.36 -0.584
C 3.97 -2.37 0.66 0.665
O 4.98 -1.77 0.94 -0.553
O 3.93 -3.58 0.10 -0.641
O 2.19 -5.19 0.65 -0.648
C 1.75 -6.07 -0.24 0.667
O 1.40 -7.19 0.02 -0.552
C 1.76 -5.45 -1.60 0.666
O 1.41 -5.97 -2.62 -0.550
O 2.21 -4.20 -1.50 -0.645
```


# 7
Here is an isolated molecule of C11H9Br2N2O3PS from OMol25. Energies are from ωB97M-V/def2-TZVPD.

For the total energy, the calculation gives -180871.8225 eV. As for the multiplicity: 1. For the gap between HOMO and LUMO, the calculation gives 6.49 eV.

```
29
Properties=species:S:1:pos:R:3:nbo_charge:R:1
C -2.35 3.09 0.02 -0.684
C -2.76 2.09 1.25 -0.021
Br -4.43 2.46 2.36 0.072
C -1.93 0.90 1.58 -0.147
Br -2.55 -0.20 3.18 0.047
C -0.57 0.41 0.80 -0.072
C -0.55 -1.06 0.02 0.041
C -1.84 -2.08 -0.09 -0.559
C -2.47 -1.88 -1.59 0.399
O -3.72 -2.30 -1.81 -0.517
C 0.85 -1.58 -0.73 -0.207
C 2.26 -0.73 -0.75 -0.413
P 3.75 -1.55 -1.62 1.335
O 3.74 -3.23 -1.06 -0.964
O 5.21 -0.89 -0.92 -0.942
C 2.25 0.74 -0.01 0.100
N 3.47 1.69 0.08 -0.556
S 2.74 3.02 0.96 0.839
N 1.07 2.66 1.36 -0.559
C 0.85 1.26 0.74 0.121
H -1.21 3.37 0.04 0.258
H -2.70 2.70 -1.03 0.248
H -2.95 4.11 0.20 0.246
H -2.60 -1.98 0.80 0.287
H -1.38 -3.18 -0.06 0.259
H -1.79 -1.36 -2.41 0.167
H 0.83 -2.63 -1.29 0.255
H 3.84 -3.22 -0.04 0.482
H 4.94 -0.63 0.02 0.485
```